C35H55N11O4PSn | ωB97M-V/def2-TZVPD

XYZ file:
```
107
Properties=species:S:1:pos:R:3:mulliken_charge:R:1
Sn -0.136 0.855 0.203 1.62
C 5.779 1.315 0.974 -0.86
C 5.455 2.431 0.212 -0.79
C 4.255 2.486 -0.480 -0.19
C 3.350 1.421 -0.426 -1.01
C 3.686 0.305 0.341 -0.01
C 4.888 0.252 1.032 -0.74
N 2.082 1.497 -1.024 2.12
C 1.970 1.655 -2.324 0.75
C 3.076 1.612 -3.256 -1.21
C 2.884 1.766 -4.586 -0.73
C 1.585 1.973 -5.145 -0.79
C 0.511 2.011 -4.326 -1.12
C 0.661 1.853 -2.912 0.23
N -0.396 1.858 -2.079 2.31
N -1.545 2.140 -2.583 -1.73
C -2.619 1.920 -1.739 -0.30
C -3.887 2.287 -2.213 -0.73
C -4.991 2.008 -1.446 -0.65
C -4.826 1.339 -0.230 -1.10
C -3.548 1.020 0.170 -1.25
N -2.460 1.339 -0.546 1.23
H 6.716 1.275 1.514 0.43
H 6.139 3.268 0.161 0.43
H 4.000 3.364 -1.063 0.46
H 2.984 -0.518 0.387 0.18
H 5.132 -0.627 1.617 0.49
H 4.070 1.441 -2.868 0.40
H 3.738 1.717 -5.251 0.45
H 1.469 2.073 -6.215 0.42
H -0.489 2.139 -4.713 0.49
H -3.956 2.770 -3.177 0.57
H -5.979 2.283 -1.791 0.43
H -5.674 1.057 0.379 0.56
H -3.367 0.459 1.081 0.84
C -0.690 2.046 3.483 -0.78
C 0.492 1.093 3.510 -1.19
N 1.408 1.320 2.393 0.12
C 2.081 2.615 2.374 -0.59
C 1.264 3.717 1.689 -1.13
N 0.428 3.250 0.568 0.04
C -0.880 3.913 0.538 -0.80
C -1.753 3.429 1.719 -0.91
N -1.378 2.086 2.182 0.32
H -1.387 1.737 4.266 0.52
H -0.353 3.048 3.745 0.45
H 0.997 1.210 4.479 0.53
H 0.131 0.064 3.446 0.34
H 2.115 0.595 2.401 0.23
H 2.353 2.957 3.382 0.44
H 3.008 2.482 1.822 0.00
H 0.611 4.213 2.403 0.39
H 1.966 4.479 1.340 0.64
H 0.918 3.376 -0.310 0.30
H -0.794 5.004 0.575 0.64
H -1.349 3.660 -0.410 0.20
H -1.676 4.136 2.549 0.67
H -2.797 3.440 1.402 0.35
H -2.173 1.461 2.261 -0.42
C -5.019 1.094 4.085 -1.22
C -4.147 -0.115 4.055 0.11
N -3.046 -0.253 3.352 0.46
C -2.554 -1.505 3.654 -0.70
C -3.367 -2.121 4.552 -0.81
N -4.381 -1.223 4.800 -0.05
H -4.927 1.638 3.146 0.13
H -4.731 1.767 4.895 0.26
H -6.066 0.828 4.228 0.46
H -1.670 -1.895 3.177 0.52
H -3.327 -3.089 5.019 0.44
H -5.160 -1.366 5.418 0.20
C 3.171 -2.051 -4.599 -1.20
C 3.616 -2.142 -3.157 0.25
O 2.674 -2.893 -2.373 -0.46
P 1.554 -2.074 -1.512 -0.31
O 0.166 -2.467 -2.208 0.12
C -0.186 -3.811 -2.592 0.00
C -0.445 -3.853 -4.079 -1.34
O 1.482 -3.152 -0.255 0.20
C 2.655 -3.358 0.541 -0.12
C 2.690 -4.798 0.999 -1.47
H 3.916 -1.514 -5.188 0.46
H 2.224 -1.512 -4.675 0.14
H 3.045 -3.046 -5.025 0.32
H 3.732 -1.142 -2.727 -0.21
H 4.570 -2.661 -3.066 0.39
H -1.084 -4.073 -2.028 0.20
H 0.613 -4.497 -2.308 0.30
H -1.203 -3.119 -4.355 0.30
H -0.796 -4.843 -4.372 0.40
H 0.468 -3.633 -4.633 0.21
H 2.622 -2.679 1.400 0.16
H 3.549 -3.129 -0.043 0.40
H 1.798 -5.046 1.575 0.28
H 3.561 -4.971 1.633 0.43
H 2.748 -5.466 0.141 0.33
C -4.390 -2.412 -0.162 -0.56
N -3.321 -3.306 0.227 -0.23
C -2.070 -2.857 0.515 0.15
N -1.179 -3.815 0.953 -0.40
O -1.734 -1.682 0.413 -0.24
H -4.969 -2.850 -0.975 0.40
H -3.943 -1.487 -0.512 -0.05
H -5.061 -2.188 0.671 0.28
H -3.549 -4.261 0.439 0.19
H -1.403 -4.779 0.759 0.25
H -0.225 -3.568 0.714 0.09
```

* highest occupied orbital energy (alpha / beta): -0.333 / -0.333 Eh
* total charge: +1
* multiplicity: 1
* energy relative to the best compared isomer or geometry (same formula, charge and spin): 0.000 eV
* E_LUMO (alpha / beta): -0.115 / -0.115 hartree


C35H55N2O2P2Zn | ωB97M-V/def2-TZVPD

XYZ file:
```
97
Properties=species:S:1:pos:R:3:mulliken_charge:R:1
C 2.327 -0.338 -1.328 -0.30
C 0.188 -0.012 -2.279 -0.42
C 2.898 -0.438 -2.589 -0.85
C 0.702 -0.458 -3.515 -0.96
C 2.061 -0.566 -3.700 -1.08
H 3.982 -0.539 -2.659 0.51
H -0.003 -0.514 -4.337 0.56
H 2.482 -0.636 -4.698 0.42
N 1.010 -0.089 -1.158 1.15
P 2.313 -0.973 1.420 0.33
P -1.824 1.395 -0.927 0.96
C 3.248 -0.487 -0.100 -2.08
H 4.049 -1.224 -0.287 0.77
H 3.773 0.463 0.105 0.82
C -0.399 0.026 3.223 -0.13
O -1.126 0.141 4.081 -0.20
C -1.152 0.556 -2.368 -0.89
H -1.871 -0.152 -2.867 0.08
C -3.710 0.909 -0.454 1.98
C -1.786 2.838 -2.176 1.71
C 2.230 -2.863 1.311 2.18
C 3.312 -0.328 2.876 2.10
C -3.727 0.290 0.956 -1.47
H -3.247 0.954 1.686 0.17
H -4.774 0.149 1.273 0.55
H -3.236 -0.684 0.992 0.19
C -4.562 2.181 -0.382 -1.91
H -4.149 2.894 0.340 0.27
H -4.684 2.674 -1.347 0.26
H -5.571 1.915 -0.035 0.57
C -4.285 -0.093 -1.457 -1.56
H -5.338 -0.293 -1.182 0.51
H -4.312 0.312 -2.477 0.21
H -3.732 -1.047 -1.455 0.18
C -1.997 4.105 -1.353 -1.78
H -1.301 4.112 -0.498 0.19
H -1.794 4.959 -2.008 0.52
H -3.022 4.169 -0.979 0.31
C -0.401 2.892 -2.844 -1.79
H 0.408 2.798 -2.111 0.04
H -0.262 2.090 -3.582 0.41
H -0.285 3.833 -3.386 0.70
C -2.852 2.601 -3.276 -1.39
H -2.894 1.551 -3.604 0.07
H -3.854 2.923 -2.964 0.32
H -2.561 3.201 -4.151 0.44
C 2.713 -0.890 4.178 -1.58
H 3.204 -0.380 5.020 0.52
H 1.638 -0.685 4.229 0.02
H 2.890 -1.970 4.284 0.34
C 3.254 1.206 2.888 -1.67
H 3.730 1.642 2.000 0.26
H 2.229 1.571 2.956 0.12
H 3.800 1.563 3.771 0.65
C 4.799 -0.741 2.761 -1.52
H 5.373 -0.161 3.509 0.51
H 4.971 -1.807 2.986 0.33
H 5.229 -0.518 1.766 0.24
C 1.782 -3.297 -0.098 -1.83
H 1.737 -4.394 -0.119 0.67
H 0.780 -2.947 -0.337 0.09
H 2.462 -2.964 -0.891 0.25
C 1.193 -3.371 2.337 -1.36
H 0.192 -2.968 2.128 0.05
H 1.154 -4.470 2.248 0.53
H 1.477 -3.113 3.368 0.27
C 3.609 -3.485 1.582 -1.64
H 4.400 -3.051 0.949 0.29
H 3.892 -3.409 2.640 0.33
H 3.549 -4.559 1.344 0.51
Zn 0.379 0.161 0.853 1.95
N -1.012 -1.334 0.611 -0.30
C -1.374 -2.228 -0.099 0.24
C -2.033 -3.040 -1.063 0.34
C -2.649 -4.096 -0.350 -0.74
C -2.052 -3.068 -2.497 0.46
C -3.150 -5.228 -0.980 -0.83
H -2.629 -4.066 0.747 0.41
C -2.611 -4.171 -3.152 -1.10
H -1.630 -2.293 -3.116 0.54
C -3.123 -5.252 -2.397 -0.26
H -3.518 -6.051 -0.323 0.37
H -2.643 -4.267 -4.255 0.41
H -3.532 -6.147 -2.885 0.40
C 0.391 4.534 2.092 -0.65
C 1.732 4.409 1.364 -0.76
C 1.554 3.200 0.472 -0.31
O 0.558 2.346 1.148 0.11
C -0.147 3.109 2.176 -0.57
H 0.482 4.993 3.080 0.44
H -0.303 5.151 1.502 0.32
H 2.537 4.226 2.085 0.23
H 1.989 5.303 0.798 0.42
H 1.149 3.489 -0.506 0.19
H 2.470 2.616 0.324 0.17
H 0.060 2.665 3.159 0.47
H -1.227 3.041 1.980 -0.03
```

* highest occupied orbital energy: -0.300 Eh
* total charge: +1
* multiplicity: 1
* E_LUMO: -0.107 hartree